No. 1
The following is a DFT calculation (the ωB97M-V functional and the def2-TZVPD basis) of 7 unconnected molecules or ions with the total composition C41H77INO19S7 in a non-equilibrium geometry.

```
146
Properties=species:S:1:pos:R:3:lowdin_charge:R:1
C 2.748 -1.624 -0.008 -0.05
C 1.867 -0.884 0.986 -0.24
O 1.271 -1.747 1.981 -0.08
C 0.334 -2.596 1.459 -0.15
N -0.992 -1.942 1.345 0.07
C -1.246 -0.700 1.533 0.08
C -2.650 -0.336 1.227 -0.17
C -2.562 0.016 -0.304 -0.12
C -3.052 1.440 -0.635 -0.17
C -3.711 1.588 -2.013 -0.22
S -2.913 0.634 -3.267 0.58
O -3.483 -0.689 -3.299 -0.29
O -1.498 0.753 -3.108 -0.25
O -3.359 1.373 -4.596 -0.14
C -3.291 -1.727 1.520 -0.26
C -4.716 -2.025 1.081 -0.19
C -5.808 -1.017 1.480 -0.72
C -6.066 0.098 0.449 -0.14
I -5.552 -0.216 3.458 0.90
C -2.212 -2.685 0.981 -0.16
C -2.350 -4.070 1.622 -0.03
C -1.934 -5.160 0.668 -0.41
O -2.421 -5.310 -0.408 0.18
O -0.949 -6.005 1.167 0.08
C 0.268 -6.026 0.488 -0.48
C 1.450 -6.004 1.409 0.03
O 0.343 -6.085 -0.700 0.16
H 3.250 -2.476 0.448 0.09
H 3.521 -0.927 -0.334 0.08
H 2.217 -1.914 -0.915 0.08
H 1.129 -0.290 0.443 0.11
H 2.478 -0.175 1.534 0.10
H 0.593 -2.985 0.467 0.15
H 0.195 -3.445 2.128 0.14
H -0.467 -0.022 1.859 0.17
H -3.005 0.484 1.843 0.12
H -3.111 -0.745 -0.853 0.10
H -1.517 -0.027 -0.616 0.11
H -3.760 1.755 0.129 0.10
H -2.212 2.133 -0.606 0.12
H -3.620 2.631 -2.320 0.08
H -4.770 1.336 -2.009 0.11
H -4.136 0.891 -4.923 0.11
H -3.264 -1.879 2.605 0.11
H -5.023 -2.990 1.484 0.12
H -4.743 -2.114 -0.011 0.13
H -6.724 -1.596 1.554 0.07
H -5.837 1.085 0.841 0.05
H -7.106 0.079 0.129 0.09
H -5.447 -0.086 -0.429 0.06
H -2.333 -2.834 -0.096 0.17
H -3.380 -4.255 1.917 0.12
H -1.757 -4.155 2.528 0.10
H 1.153 -5.990 2.454 0.09
H 2.013 -6.922 1.237 0.10
H 2.104 -5.175 1.151 0.09
C -2.417 -6.534 -4.581 -0.22
C -1.456 -7.024 -3.489 -0.22
C -0.849 -8.346 -3.975 -0.22
S -0.851 -8.270 -5.773 0.66
O -1.744 -9.280 -6.278 -0.32
O 0.500 -8.167 -6.258 -0.33
C -1.661 -6.677 -5.898 -0.23
H -2.729 -5.504 -4.412 0.11
H -3.312 -7.159 -4.598 0.12
H -0.665 -6.289 -3.340 0.11
H -1.961 -7.152 -2.534 0.10
H 0.174 -8.486 -3.637 0.10
H -1.454 -9.203 -3.686 0.10
H -2.298 -6.672 -6.779 0.11
H -0.881 -5.922 -5.995 0.11
C -3.846 7.445 -4.320 -0.22
C -2.898 6.250 -4.486 -0.21
C -2.502 5.782 -3.080 -0.21
S -3.877 6.223 -2.002 0.66
O -3.422 7.208 -1.058 -0.31
O -4.548 5.021 -1.560 -0.34
C -4.861 7.032 -3.258 -0.23
H -4.337 7.707 -5.256 0.12
H -3.287 8.318 -3.978 0.12
H -3.414 5.444 -5.013 0.11
H -2.018 6.511 -5.071 0.12
H -2.346 4.707 -3.026 0.09
H -1.621 6.302 -2.709 0.11
H -5.394 7.866 -2.808 0.11
H -5.568 6.298 -3.644 0.11
C 3.930 4.175 2.428 -0.23
C 3.924 5.139 1.237 -0.20
C 3.488 4.339 0.002 -0.21
S 2.443 3.021 0.609 0.67
O 3.077 1.743 0.348 -0.34
O 1.069 3.220 0.202 -0.34
C 2.615 3.402 2.350 -0.23
H 4.024 4.702 3.376 0.11
H 4.775 3.490 2.341 0.12
H 3.209 5.944 1.421 0.12
H 4.894 5.590 1.079 0.09
H 2.922 4.938 -0.703 0.09
H 4.336 3.883 -0.504 0.10
H 2.608 2.478 2.924 0.10
H 1.766 4.025 2.629 0.11
C 7.604 5.363 5.423 -0.22
C 8.893 4.629 5.028 -0.21
C 8.904 4.513 3.498 -0.21
S 7.963 5.919 2.886 0.68
O 6.770 5.428 2.232 -0.33
O 8.836 6.842 2.215 -0.31
C 7.505 6.566 4.490 -0.23
H 7.615 5.671 6.467 0.12
H 6.743 4.707 5.275 0.11
H 9.757 5.206 5.361 0.12
H 8.957 3.647 5.493 0.11
H 9.905 4.563 3.079 0.10
H 8.403 3.611 3.154 0.10
H 6.510 7.000 4.429 0.11
H 8.233 7.335 4.749 0.11
C 4.646 3.006 -6.015 -0.22
C 3.591 2.239 -5.204 -0.21
C 3.911 2.453 -3.719 -0.22
S 4.737 4.050 -3.613 0.66
O 6.090 3.840 -3.166 -0.31
O 3.875 4.994 -2.946 -0.33
C 4.748 4.385 -5.370 -0.23
H 4.374 3.080 -7.066 0.12
H 5.608 2.494 -5.951 0.12
H 2.599 2.635 -5.429 0.12
H 3.584 1.179 -5.452 0.11
H 3.019 2.482 -3.097 0.10
H 4.603 1.705 -3.339 0.11
H 5.658 4.925 -5.622 0.11
H 3.874 4.996 -5.592 0.11
C -4.386 -5.827 7.374 -0.21
C -3.155 -6.669 7.007 -0.21
C -2.958 -6.554 5.489 -0.21
S -3.637 -4.957 5.023 0.67
O -4.771 -5.158 4.154 -0.32
O -2.576 -4.070 4.597 -0.35
C -4.213 -4.495 6.650 -0.22
H -4.473 -5.684 8.449 0.12
H -5.294 -6.323 7.026 0.12
H -2.277 -6.277 7.524 0.12
H -3.273 -7.708 7.305 0.12
H -1.912 -6.585 5.197 0.10
H -3.517 -7.313 4.946 0.11
H -5.130 -3.920 6.552 0.11
H -3.435 -3.885 7.111 0.11
```

Summary:
F_max, eV Å⁻¹: 1.704
Orbital gap, Ha: 0.311
E_HOMO, eV: -11.3
Energy, eV: -168098.145
Spin multiplicity: 1
Total charge: +1

---

No. 2
The following is a DFT calculation (the ωB97M-V functional and the def2-TZVPD basis) of a molecular structure, C5H11NO2 in a non-equilibrium geometry.

```
19
Properties=species:S:1:pos:R:3:lowdin_charge:R:1
C -1.367 1.099 -0.984 -0.18
C -0.984 0.834 0.364 -0.28
C 0.286 -0.057 0.303 -0.58
C 1.308 0.594 -0.522 -0.06
C 0.393 -0.642 1.712 -0.05
H -0.378 1.325 -1.924 0.16
H -2.061 2.007 -1.160 0.08
H -2.100 0.139 -1.483 0.15
H -1.952 0.437 0.844 0.15
H -0.546 1.621 0.975 0.13
H 0.988 0.684 -1.669 0.09
H 2.067 -0.229 -0.473 0.11
H 1.622 1.727 -0.398 0.14
H -0.815 -1.469 0.046 0.24
H 0.173 0.052 2.394 0.07
H 0.987 -2.320 -0.182 0.06
N 0.884 -1.894 1.856 0.02
O 0.171 -1.292 -0.463 -0.12
O 1.323 -2.614 0.764 -0.12
```

Summary:
F_max, eV Å⁻¹: 8.856
Orbital gap, Ha: 0.349
E_HOMO, eV: -9.0
Energy, eV: -10940.718
Spin multiplicity: 1
ΔE to the lowest compared entry with this formula, charge and spin, kcal per mole: 197.15

---

No. 3
The following is a DFT calculation (the ωB97M-V functional and the def2-TZVPD basis) of 2 unconnected molecules or ions with the total composition C4H3FO in a non-equilibrium geometry.

```
9
Properties=species:S:1:pos:R:3:lowdin_charge:R:1
C -0.598 0.794 0.166 -0.04
C -1.120 -0.402 0.299 -0.22
O -1.487 -1.439 0.743 0.15
H -0.294 1.261 1.139 0.11
H -0.399 1.053 -0.828 0.05
C 2.108 1.950 -0.252 0.10
C 1.811 0.956 0.363 -0.28
F 2.076 -0.103 1.096 0.10
H 1.779 2.833 -0.680 0.02
```

Summary:
F_max, eV Å⁻¹: 3.972
Orbital gap, Ha: 0.346
E_HOMO, eV: -9.2
Energy, eV: -8956.429
SMILES: C=C=O.C#CF
Spin multiplicity: 1
ΔE to the lowest compared entry with this formula, charge and spin, kcal per mole: 89.88